Molecular formula: PdS4Se4
Method: DFT, wB97M-V/def2-TZVPD

```
9
Properties=species:S:1:pos:R:3:mulliken_spin:R:1
Pd -0.00127 0.00122 -0.00495 0.707
Se -1.07444 -2.00707 -0.85743 0.590
Se 0.42136 -3.16235 -2.07702 0.266
Se 2.52917 -1.94674 -2.07446 0.266
Se 2.27386 -0.07138 -0.85947 0.590
S -0.14853 0.25716 2.37890 0.484
S -1.10230 1.90649 2.87922 0.307
S -1.72151 2.98864 1.12492 0.307
S -1.17633 2.03403 -0.50971 0.482
```

As for the HOMO energy (alpha / beta): -8.13 / -8.51 eV. Its multiplicity is 5. For the energy, the calculation gives -308206.32986 eV. The expectation value of S² is 6.030.



Molecular formula: S2
Method: DFT, wB97M-V/def2-TZVPD

```
2
Properties=species:S:1:pos:R:3:mulliken_spin:R:1
S 0.00000 0.00000 1.28006 0.500
S 0.00000 0.00000 -1.28006 0.500
```

As for the HOMO energy (alpha / beta): -17.56 / -16.87 eV. Its multiplicity is 2. For the energy, the calculation gives -21655.72535 eV. The net charge is +1. The expectation value of S² is 0.755.



Molecular formula: S2Si
Method: DFT, wB97M-V/def2-TZVPD

```
3
Properties=species:S:1:pos:R:3:nbo_charge:R:1
S 1.56622 -0.49250 0.34213 -0.449
S -1.09404 1.17119 -0.47375 -0.447
Si -0.47218 -0.67869 0.13162 0.896
```

As for the HOMO energy: -8.89 eV. For the energy, the calculation gives -29546.39139 eV.



Molecular formula: S3
Method: DFT, wB97M-V/def2-TZVPD

```
3
Properties=species:S:1:pos:R:3:nbo_charge:R:1
S -0.98125 0.10481 0.79913 0.000
S 1.19410 -0.02527 0.44102 0.000
S -0.21285 -0.07955 -1.24015 0.001
```

As for the HOMO energy: -9.18 eV. For the energy, the calculation gives -32504.67457 eV. The structure (SMILES) is s1ss1.



Values for ΔE to the lowest compared entry with this formula, charge and spin, eV, ordered as above
0.000, 4.694, 1.895, 0.000